1.
The following is a quantum chemistry calculation of a 2-piece molecular cluster, C4H9NO overall, from OMol25.

The geometry in XYZ format:
```
15
Properties=species:S:1:pos:R:3:forces:R:3:mulliken_charge:R:1
C -0.25649 -1.32322 -1.26904 0.0 0.0 -0.2 -1.2739
C 0.03590 -0.87254 0.12386 -0.9 0.3 0.4 -0.0802
O 2.27900 -0.02907 -0.09540 1.0 0.8 0.0 -0.6725
C -0.28137 0.35394 0.53555 -1.0 -1.4 -0.2 0.2030
C -1.22510 1.40368 0.28387 -0.4 0.3 -0.3 -0.4377
N -0.84145 0.97333 1.67080 0.0 0.4 0.5 -0.5916
H 0.44493 -2.05412 -1.67348 0.1 0.1 0.2 0.3532
H -1.24660 -1.79044 -1.23306 0.0 -0.1 -0.1 0.3279
H -0.31871 -0.48265 -1.96266 0.0 0.0 0.1 0.3149
H 0.39691 -1.60677 0.84044 0.0 0.1 -0.1 0.3988
H 2.63829 -0.39335 0.72226 0.0 0.2 -0.1 0.3236
H 1.52206 0.54355 0.18222 1.2 -0.8 -0.3 0.3948
H -2.21330 1.08666 -0.02314 -0.2 0.2 0.1 0.2567
H -0.94428 2.39211 -0.06477 0.2 -0.1 0.1 0.2346
H -0.24195 1.68076 2.08720 0.0 0.0 0.0 0.2483
```
Positions in Å, forces in eV/Å.

E_LUMO (eV): 0.887
Energy (eV): -7828.4381
HOMO (hartree): -0.313

***

2.
The following is a quantum chemistry calculation of a single C3H2O2S molecule, from OMol25.

The geometry in XYZ format:
```
8
Properties=species:S:1:pos:R:3:forces:R:3:mulliken_charge:R:1
C 0.25601 -1.28845 0.19066 1.2 0.2 -0.6 -0.0187
C -0.51929 0.00164 -0.00257 -0.2 -0.3 0.0 0.3464
C 0.24777 1.28356 -0.19158 0.9 0.2 0.4 -0.0257
H -0.28552 -2.08427 0.71412 -0.1 -0.1 0.1 0.3454
H -0.29835 2.08983 -0.69902 -0.2 0.0 -0.1 0.3444
O 1.37040 -1.44194 -0.25937 -1.1 0.1 0.4 -0.4110
O 1.35972 1.44569 0.25130 -0.8 -0.2 -0.3 -0.4078
S -2.13073 -0.00607 -0.00354 0.3 0.0 0.0 -0.1731
```
Positions in Å, forces in eV/Å.

E_LUMO (eV): -2.175
Energy (eV): -18071.6632
HOMO (hartree): -0.360

***

3.
The following is a quantum chemistry calculation of an isolated ion of composition C4H8O3 and charge +1, from OMol25.

The geometry in XYZ format:
```
15
Properties=species:S:1:pos:R:3:forces:R:3:mulliken_charge:R:1
O -0.46881 -1.80380 1.66368 1.1 1.0 -0.7 -0.4386
C 0.57720 -1.23279 1.41640 -0.7 -0.8 0.1 0.5569
O 1.77520 -1.82281 1.67411 -1.0 0.9 -1.0 -0.4063
C 0.68693 0.20204 0.82701 -0.9 1.0 2.6 -0.6803
C -0.62128 0.59992 -0.00177 0.4 1.0 -0.1 -0.4521
C -0.36143 0.98736 -1.50312 2.3 -1.8 -2.7 -0.4300
O -1.41437 0.31930 -2.37772 1.0 3.1 2.8 -0.2109
H 1.53886 -2.76014 1.63298 0.4 -0.4 0.6 0.3753
H 1.61372 0.31831 0.32548 0.8 -0.4 -1.1 0.4053
H 1.01119 0.80118 1.82612 -1.6 -0.6 -2.2 0.3610
H -1.18401 -0.24737 -0.24450 -0.7 -1.9 0.9 0.4197
H -1.36008 1.33829 0.35900 0.9 -0.3 0.6 0.3763
H -0.10734 2.07483 -1.67332 -1.2 -0.6 -0.1 0.3416
H 0.46575 0.45579 -2.01327 0.3 0.4 1.0 0.3660
H -2.15152 0.76988 -1.91109 -1.1 -0.7 -0.8 0.4160
```
Positions in Å, forces in eV/Å.

Net charge: +1
E_LUMO (alpha / beta) (eV): -3.607 / -10.871
Energy (eV): -10408.0547
HOMO (alpha / beta) (hartree): -0.579 / -0.530
Spin multiplicity: 2

***

4.
The following is a quantum chemistry calculation of C17H13ClLaN2O6 as an isolated structure, from OMol25.

The geometry in XYZ format:
```
40
Properties=species:S:1:pos:R:3:forces:R:3:mulliken_charge:R:1
C 0.89784 -2.01440 0.88722 -2.1 -1.7 -1.1 -0.6647
C 0.96609 -2.06191 -0.55541 -1.9 -2.4 1.0 -0.5730
C -0.39293 -2.05578 -1.06467 0.5 -3.3 1.9 -0.5932
H 1.84766 -2.08112 -1.13617 0.8 0.0 -0.6 0.5417
C -1.29677 -1.97078 0.06191 2.4 -3.0 0.1 -0.6486
C -0.49404 -1.95511 1.26536 0.8 -2.4 -2.0 -0.5220
H -0.85641 -1.85606 2.24806 -0.1 0.0 0.7 0.7916
H 1.71530 -1.95701 1.54802 0.7 0.1 0.7 0.5038
H -0.67194 -2.02225 -2.08255 -0.2 0.1 -1.0 0.5986
H -2.34639 -1.89934 0.01636 -1.0 0.2 0.0 0.5310
La -0.04028 0.02731 -0.05916 -2.0 10.3 -2.7 1.1867
Cl 0.75586 1.29210 1.77900 3.3 3.0 2.3 -0.4297
C 0.10868 2.92682 -4.71838 -0.1 -1.4 -0.6 -0.6157
C -1.12217 2.28628 -5.06176 1.4 -0.6 -0.2 -0.5944
C -0.81141 1.05083 -5.71038 1.0 1.0 0.6 -0.5847
H -2.10310 2.66514 -4.86920 -0.5 0.2 0.0 0.4098
C 0.61171 0.92793 -5.76793 -0.8 1.1 0.7 -0.5801
C 1.18031 2.08750 -5.15503 -1.5 -0.4 -0.1 -0.5912
H 2.22384 2.29148 -5.04394 0.5 0.1 0.0 0.4097
H 0.21014 3.86874 -4.22320 0.0 0.5 0.2 0.4168
H -1.51907 0.34371 -6.08791 -0.3 -0.3 -0.2 0.4050
H 1.15527 0.11273 -6.19610 0.3 -0.4 -0.2 0.4126
O -0.29401 -0.28842 3.50980 -2.2 0.0 -0.4 -0.6075
C -1.43336 0.17242 3.19827 2.2 -0.6 -0.8 0.5005
O -1.81970 0.39223 1.96338 -0.5 -0.5 2.6 -0.7706
C -2.17113 0.46945 4.52418 -0.6 0.2 0.3 0.1560
C -3.14899 1.44769 4.71642 0.2 -0.1 0.3 -0.4519
C -3.59942 1.73537 6.03299 1.7 -1.8 -0.5 -0.1581
C -3.09324 1.03449 7.13489 -0.2 0.2 0.4 -0.0998
C -2.13789 0.03295 6.95482 -0.8 1.2 -2.5 -0.4385
C -1.68548 -0.23467 5.65781 -0.2 0.0 0.2 -0.2589
N -1.60225 -0.68212 8.04700 2.3 -2.9 4.7 0.9171
O -1.97175 -0.42584 9.24108 0.3 0.0 -3.5 -0.5807
O -0.72476 -1.59341 7.87699 -2.5 2.6 -0.5 -0.5704
N -4.52900 2.76746 6.25355 -3.8 4.8 1.0 0.9309
O -4.99901 3.45526 5.28260 1.8 -2.5 2.0 -0.5806
O -4.89404 3.08085 7.43798 1.4 -1.6 -2.8 -0.5805
H -3.50992 2.01687 3.86350 -0.1 -0.1 0.2 0.5425
H -3.42168 1.26074 8.14028 -0.1 0.1 -0.1 0.5999
H -0.92526 -0.99801 5.55864 -0.1 0.2 -0.3 0.6407
```
Positions in Å, forces in eV/Å.

Net charge: -1
E_LUMO (eV): 0.181
Energy (eV): -46479.8138
HOMO (hartree): -0.121

***

5.
The following is a quantum chemistry calculation of C13H31Cl2OPYb as an isolated structure, from OMol25.

The geometry in XYZ format:
```
49
Properties=species:S:1:pos:R:3:forces:R:3:mulliken_charge:R:1
Yb 0.52571 0.31195 1.73634 -1.3 -0.8 -2.1 -0.2939
Cl -1.33963 1.80654 0.86509 -0.1 1.2 0.3 -0.4968
Cl 1.08855 -2.07716 1.19068 0.9 -0.6 0.1 -0.5320
H -1.25845 -0.74905 1.72102 0.0 -0.1 0.6 0.0010
H 2.36448 1.14636 1.60219 0.2 0.4 0.2 -0.2229
P 0.12632 0.20818 -1.54746 0.4 -0.3 1.4 0.0984
C 0.40526 1.89677 -2.27656 -0.2 -0.3 0.0 0.6245
C 1.24915 -0.92261 -2.50809 -0.5 0.5 -0.4 0.6563
C -1.64223 -0.20589 -1.95238 0.6 0.4 0.0 0.6021
C 1.37467 2.65500 -1.35581 -0.1 0.1 -0.1 -1.2836
H -0.59118 2.37104 -2.19640 0.3 -0.1 0.0 0.4161
C 0.85965 1.93665 -3.73688 -0.1 0.4 0.0 -1.5795
H 1.88421 1.56452 -3.85657 -0.2 0.0 0.0 0.2415
H 0.85172 2.98734 -4.05539 0.1 -0.1 -0.1 0.4811
H 0.18912 1.38711 -4.40545 0.2 0.0 0.1 0.2851
H 0.91924 2.81696 -0.36950 0.2 -0.1 -0.3 0.2277
H 1.60080 3.62890 -1.80516 0.1 0.0 0.1 0.4506
H 2.31802 2.10997 -1.21274 -0.3 0.1 0.0 0.2312
H -2.17580 0.61263 -1.42748 0.3 -0.4 -0.3 0.4636
C -2.05272 -1.53409 -1.28571 -0.2 0.1 0.1 -1.3385
C -1.93523 -0.13675 -3.44884 -0.5 -0.1 0.1 -1.5434
H -1.87077 0.89522 -3.81698 0.0 -0.3 0.0 0.2681
H -2.96319 -0.48566 -3.61374 0.1 0.0 -0.2 0.4840
H -1.25790 -0.77874 -4.03003 -0.2 0.1 0.1 0.2403
H -1.34352 -1.83818 -0.50205 -0.3 0.1 -0.2 0.1754
H -2.15064 -2.33760 -2.02692 0.0 0.1 0.1 0.3806
H -3.02327 -1.39154 -0.79060 0.2 -0.2 -0.1 0.3749
C 2.69183 -0.69274 -2.04397 0.0 -0.1 0.0 -1.5172
H 1.13156 -0.60907 -3.55291 0.3 -0.3 -0.1 0.4548
C 0.87639 -2.39648 -2.36702 0.1 -0.1 0.1 -1.5013
H 3.07009 0.30306 -2.30181 -0.1 -0.1 0.1 0.2726
H 3.33857 -1.43126 -2.53510 0.0 0.1 0.1 0.4761
H 2.77154 -0.83913 -0.95488 0.0 0.1 -0.3 0.1999
H 0.89323 -2.68751 -1.30479 -0.1 0.0 -0.4 0.1066
H 1.63076 -2.99041 -2.89925 -0.1 0.0 0.1 0.5013
H -0.10129 -2.63112 -2.80065 0.2 0.1 0.1 0.2500
C -1.24709 0.43367 5.76852 0.3 0.0 -0.1 -0.5700
C -1.06161 -1.07696 5.49627 -0.2 0.2 -0.6 -0.5432
C 0.11892 -1.16950 4.52389 0.2 0.3 0.0 -0.2161
O 0.25430 0.16535 3.91024 -0.4 -0.1 1.5 -0.2644
C -0.55870 1.17100 4.61097 0.2 -0.4 -0.3 -0.3001
H -2.30076 0.71888 5.82989 0.2 -0.1 0.1 0.3120
H -0.75153 0.69879 6.70423 -0.1 0.0 0.0 0.2632
H -1.96025 -1.48819 5.02040 0.2 0.1 0.1 0.2783
H -0.85740 -1.63761 6.41320 -0.1 0.1 -0.1 0.3391
H 1.06466 -1.38029 5.04811 -0.2 0.1 -0.2 0.2588
H -0.01681 -1.89031 3.70220 -0.1 0.4 0.3 0.2291
H -1.26077 1.59176 3.87363 0.2 -0.2 0.2 0.2859
H 0.12196 1.96021 4.96428 -0.2 -0.3 -0.2 0.2732
```
Positions in Å, forces in eV/Å.

Net charge: -1
E_LUMO (alpha / beta) (eV): 2.936 / 2.936
Energy (eV): -81897.3671
HOMO (alpha / beta) (hartree): -0.110 / -0.112
Spin multiplicity: 2

***

Q: Look up the energy of the third one.
A: -10408.0547 eV

***

Q: Which formula does entry 2 have?
A: C3H2O2S

***

Q: Look up the energy of the fifth one.
A: -81897.3671 eV

***

Q: Look up the energy of the second one.
A: -18071.6632 eV